The following is a DFT calculation (the ωB97M-V functional and the def2-TZVPD basis) of C15H16N2O5SSn as an isolated structure.

Last column: Löwdin charge in e.
Positions of all 40 atoms, in Å:
Sn1 -1.32016 0.54742 -1.77409  1.328
O1 1.42920 1.09122 -2.25807  -0.131
C1 2.08820 1.46377 -1.07314  -0.187
C2 1.16261 1.99297 0.00426  -0.229
C3 1.70042 2.71203 1.06547  -0.011
C4 0.86267 3.22308 2.03781  -0.039
C5 -0.50419 3.01334 1.92567  -0.037
C6 -0.96842 2.28182 0.85465  -0.133
N1 -0.15104 1.77028 -0.08070  -0.015
H1 1.33719 0.12022 -2.26631  0.046
H2 2.80097 2.25562 -1.31447  0.130
H3 2.66283 0.62887 -0.65984  0.143
H4 2.76973 2.87299 1.10878  0.122
H5 1.26810 3.78717 2.86756  0.115
H6 -1.20220 3.39638 2.65590  0.117
H7 -2.02600 2.07200 0.73715  0.087
C7 -1.35657 -0.66186 6.41294  -0.050
C8 -1.81905 -0.64503 4.98175  -0.270
C9 -3.15652 -0.85522 4.65768  -0.030
C10 -3.57924 -0.87407 3.33826  -0.043
C11 -2.65826 -0.66234 2.32186  -0.271
C12 -1.32000 -0.45579 2.62389  -0.074
C13 -0.90858 -0.44950 3.94676  -0.034
S1 -3.26526 -0.63174 0.65204  0.537
O2 -3.72351 0.72060 0.38176  -0.360
O3 -4.22300 -1.69991 0.56795  -0.286
N2 -1.98531 -0.85930 -0.27157  -0.399
C14 -1.32960 -2.16096 -0.24300  -0.176
C15 -0.04434 -2.10431 -1.05291  -0.598
O4 0.78817 -2.97289 -0.97793  0.089
O5 0.06899 -1.04188 -1.83420  -0.290
H8 -2.19441 -0.55378 7.10031  0.075
H9 -0.64801 0.14387 6.60752  0.079
H10 -0.85365 -1.60271 6.64514  0.086
H11 -3.87710 -1.01658 5.45047  0.114
H12 -4.61556 -1.06029 3.08970  0.119
H13 -0.60446 -0.31395 1.82380  0.101
H14 0.13903 -0.29695 4.18088  0.116
H15 -1.95784 -2.94770 -0.66932  0.134
H16 -1.06663 -2.47549 0.76996  0.124

The value obtained for the maximum force is 0.2 eV Å⁻¹. The calculation puts the calculated total energy at -45700.3629 eV. Its multiplicity is 1. The orbital gap is 9.1 eV. For the lowest unoccupied orbital energy, the calculation gives -0.2 eV.

=====

The following is a DFT calculation (the ωB97M-V functional and the def2-TZVPD basis) of one molecule with the formula C15H16N2O7 in a non-equilibrium geometry.

Last column: Löwdin charge in e.
Positions of all 40 atoms, in Å:
C1 -6.86125 -0.39610 -0.39307  -0.112
O1 -5.52999 -0.84646 -0.40550  -0.196
C2 -4.78886 -0.53216 0.75115  -0.234
C3 -4.37837 0.94384 0.84186  -0.147
H1 -3.78059 1.08710 1.74277  0.121
C4 -3.57738 1.38534 -0.38624  -0.162
N1 -2.25754 0.80304 -0.40249  0.090
C5 -1.15072 1.52700 -0.19195  -0.446
O2 -1.13410 2.73614 -0.04748  0.058
C6 0.14258 0.74913 -0.17013  -0.001
C7 1.29524 1.46047 -0.13813  0.095
C8 2.56908 0.81478 -0.10127  -0.110
C9 3.78469 1.50643 -0.07747  0.069
C10 4.95534 0.78153 -0.04198  -0.136
C11 4.96837 -0.61624 -0.02853  0.083
C12 3.77882 -1.32252 -0.05108  -0.182
C13 2.56538 -0.58699 -0.08829  -0.092
O3 1.42146 -1.28994 -0.10955  0.171
C14 0.18562 -0.71115 -0.15473  -0.365
O4 -0.76685 -1.45637 -0.17247  0.121
O5 3.66023 -2.65893 -0.04126  -0.042
C15 4.83469 -3.44219 -0.00576  -0.057
H2 5.45847 -3.26489 -0.88632  0.102
H3 5.41530 -3.24866 0.90053  0.102
H4 4.49364 -4.47539 -0.00466  0.099
H5 5.92583 -1.11144 -0.00036  0.118
N2 6.22223 1.47732 -0.01765  -0.363
O6 6.19635 2.68687 -0.03134  0.091
O7 7.22932 0.80445 0.01484  0.086
H6 3.80728 2.58459 -0.08661  0.133
H7 1.23795 2.54047 -0.13960  0.140
H8 -2.18305 -0.20549 -0.46125  0.111
H9 -3.44827 2.47001 -0.38444  0.120
H10 -4.11054 1.07865 -1.29095  0.126
H11 -5.26781 1.57002 0.92407  0.105
H12 -5.35870 -0.80741 1.65168  0.121
H13 -3.90009 -1.16637 0.69741  0.120
H14 -7.38727 -0.74151 0.50548  0.090
H15 -7.33615 -0.82317 -1.27443  0.090
H16 -6.93034 0.69621 -0.44483  0.083

The value obtained for the maximum force is 1.2 eV Å⁻¹. The calculation puts the calculated total energy at -33124.4702 eV. Its multiplicity is 1. The orbital gap is 8.6 eV. As for the SMILES: COCCCNC(=O)c1cc2cc([N+](=O)[O-])cc(OC)c2oc1=O. For the lowest unoccupied orbital energy, the calculation gives -0.9 eV.

=====

The following is a DFT calculation (the ωB97M-V functional and the def2-TZVPD basis) of C15H16N3O as an isolated structure in a non-equilibrium geometry.

Last column: Löwdin charge in e.
Positions of all 35 atoms, in Å:
C1 2.83200 1.34940 -1.40045  -0.010
O1 1.44587 1.59529 -1.12726  -0.077
C2 0.62938 0.55613 -0.99342  -0.142
C3 -0.77823 0.93098 -1.15514  -0.184
C4 -1.65638 -0.14634 -1.31851  -0.017
C5 -2.99273 0.08480 -1.62264  -0.020
C6 -3.47269 1.39454 -1.73911  -0.252
C7 -4.95037 1.64753 -1.85511  -0.039
C8 -2.56942 2.46990 -1.69049  -0.016
C9 -1.22463 2.26945 -1.37624  0.025
H1 3.25051 2.34656 -1.48844  0.104
H2 3.30415 0.80190 -0.57412  0.097
H3 2.97823 0.80058 -2.33767  0.107
H4 0.91147 -0.45390 -1.32575  0.142
H5 -1.22874 -1.14486 -1.22058  0.121
H6 -3.68297 -0.75174 -1.71851  0.124
H7 -5.11062 2.72877 -1.90022  0.079
H8 -5.32776 1.19366 -2.78050  0.094
H9 -5.53275 1.23755 -1.01267  0.098
H10 -2.99051 3.46550 -1.85626  0.121
H11 -0.54146 3.12252 -1.34858  0.125
C10 2.58418 -3.54150 1.78743  -0.050
C11 2.14273 -2.61129 0.85275  0.005
C12 1.66096 -1.37879 1.32817  -0.173
C13 1.66856 -1.08339 2.68516  -0.177
C14 2.08932 -2.00975 3.63886  0.008
C15 2.54083 -3.24396 3.16842  -0.045
N1 1.13093 0.19439 2.76970  0.113
N2 0.79876 0.66010 1.54414  0.119
N3 1.07903 -0.29091 0.67841  0.059
H12 2.96826 -4.52077 1.47527  0.122
H13 2.13481 -2.75738 -0.21769  0.114
H14 2.02967 -1.71205 4.68162  0.122
H15 2.87111 -4.00854 3.87121  0.119
H16 1.00850 0.80564 3.57819  0.182

The value obtained for the maximum force is 3.1 eV Å⁻¹. The calculation puts the calculated total energy at -22324.2074 eV. Its multiplicity is 1. The orbital gap is 8.8 eV. For the lowest unoccupied orbital energy, the calculation gives -3.4 eV. The total charge is +1.

=====

The following is a DFT calculation (the ωB97M-V functional and the def2-TZVPD basis) of C15H16O14P2S as an isolated structure.

Last column: Löwdin charge in e.
Positions of all 48 atoms, in Å:
O1 0.44684 2.00200 0.93541  0.100
C1 0.47939 2.85600 0.07688  -0.484
O2 -0.55500 3.65473 -0.22969  0.115
C2 1.66949 3.14477 -0.81068  -0.050
C3 1.38984 2.86775 -2.28139  -0.171
O3 1.86562 1.53720 -2.57967  -0.186
P1 1.30000 0.79275 -3.85367  0.283
O4 1.38273 1.48096 -5.13368  -0.218
O5 -0.15902 0.35446 -3.40945  -0.069
O6 2.11812 -0.57684 -3.72751  -0.431
P2 3.72131 -0.77397 -3.94229  0.251
S1 4.28021 -1.93563 -5.34700  0.217
H1 -1.30457 3.38981 0.33680  0.086
H2 1.92950 4.19646 -0.69469  0.134
H3 2.49840 2.53247 -0.46733  0.131
H4 1.90251 3.57195 -2.93192  0.131
H5 0.32310 2.92517 -2.49872  0.124
H6 -0.74814 0.31182 -4.17218  0.101
H7 4.05833 -1.16990 -2.64938  -0.008
H8 4.17721 0.54529 -4.02628  -0.003
C4 2.52968 -3.78377 -0.25016  0.073
C5 2.10628 -3.85462 -1.52093  -0.227
C6 0.72679 -4.37024 -1.89748  -0.308
O7 0.46258 -4.36623 -3.08614  0.108
C7 -0.16104 -4.81767 -0.85021  0.071
C8 0.26351 -4.74960 0.42006  -0.234
C9 1.63704 -4.22077 0.79685  -0.310
O8 1.89362 -4.20450 1.98776  0.102
O9 -0.45121 -5.12466 1.46569  0.118
O10 2.82396 -3.48032 -2.56424  0.055
H9 3.50887 -3.41775 0.02432  0.134
H10 -1.13781 -5.19085 -1.12297  0.135
H11 0.11154 -4.95274 2.24854  0.120
H12 2.27284 -3.63885 -3.35991  0.108
C10 -2.67420 1.03662 4.73727  0.071
C11 -2.06576 1.60385 3.68008  -0.221
C12 -2.75208 2.67322 2.84260  -0.277
O11 -2.06806 3.14297 1.94742  0.074
C13 -4.10822 3.04846 3.13178  0.073
C14 -4.71305 2.46823 4.18178  -0.229
C15 -4.02006 1.43362 5.05785  -0.312
O12 -4.68540 1.00252 5.98382  0.100
O13 -5.94451 2.72768 4.56655  0.126
O14 -0.84571 1.29467 3.29361  0.123
H13 -2.19691 0.28385 5.34801  0.136
H14 -4.58970 3.79268 2.51371  0.136
H15 -6.10069 2.16457 5.35441  0.123
H16 -0.59815 1.79235 2.47637  0.083

The value obtained for the maximum force is 0.6 eV Å⁻¹. The calculation puts the calculated total energy at -73896.1543 eV. Its multiplicity is 1. The orbital gap is 7.7 eV. For the lowest unoccupied orbital energy, the calculation gives -1.6 eV.

=====

The following is a DFT calculation (the ωB97M-V functional and the def2-TZVPD basis) of C15H17CoI2N4OS2 as an isolated structure.

Last column: Löwdin charge in e.
Positions of all 42 atoms, in Å:
Co1 -0.34218 0.34748 -0.04230  0.101
C1 -1.13869 -0.56020 3.94915  0.006
C2 -1.08709 -0.41328 2.47050  -0.233
N1 -0.14886 0.19482 1.83018  -0.124
N2 0.89590 0.74523 2.51486  0.039
C3 1.83730 1.13050 1.69708  -0.769
N3 2.93862 1.69058 2.20798  0.117
S1 1.76145 0.91990 -0.04704  0.760
C4 -2.14590 -0.94953 1.59604  -0.199
C5 -3.28860 -1.56992 2.05490  0.027
C6 -4.23196 -1.99725 1.12838  -0.007
C7 -4.00880 -1.78635 -0.22112  -0.009
C8 -2.83984 -1.15761 -0.61120  -0.066
N4 -1.92867 -0.76785 0.27726  0.013
H1 -0.23707 -0.16374 4.40092  0.077
H2 -1.25413 -1.61055 4.22260  0.100
H3 -2.00119 -0.01484 4.34067  0.107
H4 2.99754 1.84753 3.19999  0.120
H5 3.64800 2.06952 1.60780  0.101
H6 -3.44344 -1.70301 3.11635  0.124
H7 -5.14049 -2.48070 1.46241  0.126
H8 -4.73032 -2.08702 -0.96718  0.123
H9 -2.62704 -0.93452 -1.64712  0.112
I1 -1.57893 2.65979 0.21857  0.327
I2 -2.49109 3.05198 -2.90451  -0.013
C9 0.87311 0.73472 -4.10814  -0.210
S2 -0.19405 -0.40056 -3.26181  0.982
O1 -0.50061 0.31287 -1.94830  -0.719
C10 0.87596 -1.76622 -2.93228  -0.399
C11 0.29333 -3.02046 -3.07992  -0.083
C12 1.03839 -4.15386 -2.79092  -0.057
C13 2.34905 -4.02283 -2.35568  -0.049
C14 2.92318 -2.76414 -2.20954  -0.050
C15 2.18941 -1.62573 -2.49669  -0.089
H10 1.76068 0.94350 -3.51556  0.059
H11 0.28032 1.64021 -4.23435  0.034
H12 1.12731 0.29561 -5.07283  0.080
H13 -0.72737 -3.10758 -3.43396  0.111
H14 0.59938 -5.13469 -2.91285  0.115
H15 2.93263 -4.90693 -2.13435  0.116
H16 3.94694 -2.66932 -1.87344  0.117
H17 2.64423 -0.65205 -2.37705  0.080

The value obtained for the maximum force is 0.6 eV Å⁻¹. The expectation value of S² is 3.79. The calculation puts the calculated total energy at -99332.1364 eV. Its multiplicity is 4. The orbital gap (alpha / beta) is 6.2 / 6.1 eV. For the lowest unoccupied orbital energy (alpha / beta), the calculation gives -4.3 / -4.9 eV. The total charge is +1.

=====

The following is a DFT calculation (the ωB97M-V functional and the def2-TZVPD basis) of C15H17IMnN2 as an isolated structure in a non-equilibrium geometry.

Last column: Löwdin charge in e.
Positions of all 36 atoms, in Å:
C1 -1.76968 0.94542 -3.63441  -0.191
C2 -1.49826 -0.51909 -3.67771  -0.200
H1 -2.47194 1.25078 -4.39595  0.054
H2 -0.87870 1.57651 -3.81549  0.069
H3 -2.09640 1.13785 -2.59049  0.071
H4 -0.85590 -0.77119 -2.80746  0.054
H5 -2.41868 -1.16034 -3.68914  0.078
H6 -0.97065 -0.88386 -4.56971  0.059
Mn1 0.30280 -0.09206 0.79909  0.154
C3 1.69841 -0.26930 -0.53130  -0.299
H7 2.22867 -1.12799 -0.08792  -0.033
H8 2.21118 0.68417 -0.43025  -0.036
H9 1.47130 -0.57118 -1.56326  -0.038
I1 -1.97820 -0.24773 1.60961  0.137
C4 1.56647 -3.36783 3.11013  -0.030
C5 1.01794 -2.61817 2.07956  -0.090
N1 1.16657 -1.28108 2.14256  -0.057
C6 1.66364 -0.62176 3.22859  -0.130
C7 2.07290 -1.32905 4.37864  -0.134
C8 2.09265 -2.73250 4.23035  0.018
C9 2.44345 -0.51720 5.48736  -0.005
C10 2.31288 0.85451 5.47493  0.001
C11 1.80990 1.57370 4.33721  -0.131
C12 1.59040 2.96056 4.17797  0.019
C13 0.99855 3.45720 3.01688  -0.033
C14 0.65703 2.61170 1.97255  -0.089
N2 1.00735 1.31154 2.03300  -0.030
C15 1.55403 0.80209 3.18431  -0.129
H10 1.51576 -4.43777 2.96251  0.111
H11 0.50876 -2.95744 1.16195  0.130
H12 2.50584 -3.35189 5.00587  0.114
H13 2.83816 -1.03531 6.34254  0.112
H14 2.60245 1.46213 6.32098  0.114
H15 1.86309 3.64571 4.96979  0.118
H16 0.74177 4.50883 2.87821  0.115
H17 0.13925 2.85164 1.03770  0.125

The value obtained for the maximum force is 2.9 eV Å⁻¹. The expectation value of S² is 8.77. The calculation puts the calculated total energy at -58231.8133 eV. Its multiplicity is 6. The orbital gap (alpha / beta) is 5.6 / 6.9 eV. For the lowest unoccupied orbital energy (alpha / beta), the calculation gives -0.9 / -1.0 eV.